221
Properties=species:S:1:pos:R:3:mulliken_charge:R:1 method="wB97M-V/def2-TZVPD" orbital_gap_ev=5.7398 e_homo_ev=-9.76 energy_ev=-109918.26603 charge=+1 de_lowest_kcal_mol=0.0 fmax_ha_per_bohr=0.0667
Be 1.4478 -4.7757 -1.4603 0.832
C -1.0397 -1.1956 0.5460 0.226
C -0.0130 -1.1757 -0.6574 1.783
C 1.0760 -0.1533 -0.4859 -0.433
O 0.5493 -2.4333 -0.9031 0.443
H -0.4629 -1.3517 1.4576 -0.104
H -1.8569 -1.9169 0.5495 -0.682
H -1.5808 -0.2578 0.6722 -0.206
H -0.6482 -0.9097 -1.5023 -1.572
H 1.7482 -0.3544 0.3482 0.052
H 0.6888 0.8631 -0.4138 -0.106
H 1.7352 -0.1568 -1.3539 0.096
C 3.4581 -3.2594 0.9132 -0.407
O 2.5975 -4.3787 0.6129 -0.296
C 1.6907 -4.6273 1.7233 0.781
C 1.0629 -5.9728 1.5802 -1.436
N 0.3137 -6.1038 0.3978 -0.177
C -0.9580 -5.3743 0.4409 0.392
C -1.7296 -5.3690 -0.9198 -0.974
O -0.8969 -5.0896 -2.0342 -0.083
C -1.6125 -4.9710 -3.2662 0.071
H 3.9673 -2.8146 0.0582 0.102
H 4.1881 -3.4553 1.6986 0.410
H 2.8833 -2.4369 1.3388 -0.093
H 0.9296 -3.8511 1.8030 -0.577
H 2.2540 -4.6701 2.6555 0.680
H 0.4513 -6.2692 2.4324 0.365
H 1.8991 -6.6720 1.5734 0.490
H 0.1724 -7.0841 0.1995 0.340
H -0.8754 -4.3340 0.7556 -0.605
H -1.6387 -5.9209 1.0935 0.677
H -2.5772 -4.6889 -0.8346 0.255
H -2.1104 -6.3835 -1.0369 0.478
H -0.9354 -4.4873 -3.9702 -0.360
H -2.4231 -4.2552 -3.1295 0.164
H -1.8864 -5.9355 -3.6939 0.294
C -6.3854 3.8568 -4.6594 -0.746
O -5.8535 3.2521 -3.4803 -0.378
C -4.5661 2.6713 -3.6072 -0.978
C -4.0385 1.9212 -2.4042 0.529
N -4.5220 0.5627 -2.3343 -0.142
C -3.8222 -0.2459 -1.2981 2.047
C -4.4836 -1.6199 -1.0678 0.010
O -5.7604 -1.6069 -0.4692 -0.479
C -5.7726 -1.1494 0.8522 0.232
H -6.3502 3.1616 -5.4982 0.312
H -5.8552 4.7412 -5.0126 0.295
H -7.4194 4.1458 -4.4709 0.251
H -3.7980 3.4336 -3.7372 0.166
H -4.5358 2.0488 -4.5014 0.540
H -4.2011 2.6092 -1.5745 -0.016
H -2.9498 1.8733 -2.3854 -0.064
H -5.4963 0.3066 -2.4065 0.381
H -3.6850 0.2543 -0.3394 -1.072
H -2.8135 -0.4194 -1.6729 -0.804
H -3.8333 -2.1860 -0.4009 -0.486
H -4.5106 -2.2257 -1.9735 0.344
H -5.0909 -1.7322 1.4716 -0.144
H -6.8061 -1.3035 1.1623 0.377
H -5.5033 -0.0977 0.9490 -0.148
C 2.7630 1.8630 4.9070 -0.016
O 2.6104 1.8814 3.5170 -0.373
C 1.5751 2.7921 3.1167 -0.981
C 0.2166 2.0701 2.9849 0.370
N -0.4484 1.6784 4.2433 0.199
C -1.6794 0.8540 4.0739 1.500
C -2.9466 1.5437 3.4436 -1.802
O -2.7604 1.9150 2.0815 0.395
C -3.9487 2.5488 1.4785 -0.096
H 3.0630 2.8133 5.3485 0.376
H 3.5006 1.0802 5.0838 0.181
H 1.8416 1.4877 5.3523 -0.091
H 1.7602 3.2560 2.1478 0.505
H 1.4275 3.6509 3.7715 0.109
H 0.1929 1.2113 2.3141 -0.017
H -0.4457 2.8039 2.5256 0.363
H 0.2351 1.0955 4.7049 -0.765
H -2.0051 0.3954 5.0075 -0.014
H -1.3933 0.0226 3.4296 -0.924
H -3.2387 2.4416 3.9882 0.585
H -3.8234 0.8980 3.4926 0.552
H -3.5175 3.0218 0.5962 -0.579
H -4.3894 3.3607 2.0570 0.399
H -4.7534 1.8653 1.2077 0.083
C 4.0076 1.5110 -1.3799 -0.400
O 4.8327 2.6243 -1.7022 -0.390
C 6.2292 2.1931 -1.7638 -0.368
C 7.0265 3.4594 -1.9829 -0.929
N 6.6719 4.1116 -3.2657 -0.353
C 7.3360 3.4562 -4.4310 -0.536
C 6.9727 4.1490 -5.8115 -0.657
O 5.5690 3.9700 -6.0501 -0.257
C 5.0413 4.4492 -7.3215 -0.758
H 4.3303 0.8573 -0.5695 0.402
H 3.9312 0.7898 -2.1937 0.265
H 3.0146 1.8955 -1.1472 -0.049
H 6.5655 1.4274 -2.4629 0.297
H 6.5471 1.8904 -0.7661 0.440
H 8.1084 3.3272 -1.9776 0.401
H 6.8916 4.1064 -1.1161 0.351
H 5.7293 3.8891 -3.5521 0.310
H 7.0246 2.4389 -4.6679 0.231
H 8.4221 3.4665 -4.3399 0.431
H 7.5775 3.5559 -6.4975 0.373
H 7.2779 5.1951 -5.7875 0.379
H 5.2675 3.7151 -8.0948 0.297
H 5.5578 5.3462 -7.6633 0.300
H 3.9667 4.6176 -7.2510 0.225
C -1.0063 1.3926 -4.5980 -0.324
O -0.7090 0.1937 -5.3184 -0.551
C -1.2461 -0.9389 -4.6046 0.691
C -1.6606 -2.0914 -5.5651 -1.656
N -0.4116 -2.6892 -6.1357 0.234
C -0.5822 -3.7372 -7.0886 -1.130
C 0.6632 -4.6064 -7.3257 -0.172
O 0.3999 -5.5758 -8.3623 -0.411
C 1.6578 -6.2073 -8.6126 -0.749
H -2.0863 1.4391 -4.4583 0.056
H -0.7156 2.2629 -5.1865 0.410
H -0.4908 1.4841 -3.6421 0.165
H -2.2009 -0.6948 -4.1388 0.229
H -0.5013 -1.2825 -3.8868 -0.228
H -2.2143 -1.7023 -6.4196 0.509
H -2.3217 -2.6879 -4.9364 0.464
H -0.0519 -1.9418 -6.7120 0.400
H -0.8879 -3.3284 -8.0517 0.397
H -1.3744 -4.4492 -6.8571 0.332
H 1.0499 -5.0414 -6.4042 0.266
H 1.4804 -3.9425 -7.6075 0.306
H 1.5068 -7.0537 -9.2826 0.295
H 2.1550 -6.5275 -7.6970 0.285
H 2.3764 -5.5145 -9.0506 0.317
C -3.6337 0.6442 7.1141 -0.655
O -3.8369 -0.6655 6.7017 -0.312
C -3.3898 -1.6259 7.6684 -0.214
C -3.5812 -3.0622 7.1607 -0.894
N -2.6303 -3.3903 6.0839 0.055
C -3.0939 -4.6448 5.4372 -1.014
C -2.2533 -5.0052 4.2465 -0.177
O -2.8315 -4.7752 2.9663 -0.444
C -2.9259 -3.4151 2.6210 -0.153
H -2.5756 0.8374 7.2905 0.144
H -4.2707 0.9439 7.9463 0.406
H -3.9327 1.3155 6.3091 0.150
H -3.8900 -1.5019 8.6289 0.550
H -2.3469 -1.4075 7.8978 -0.004
H -4.6100 -3.2122 6.8336 0.430
H -3.4426 -3.7403 8.0028 0.431
H -2.6821 -2.6208 5.4317 -0.164
H -4.1413 -4.5885 5.1408 0.429
H -2.9457 -5.5159 6.0755 0.446
H -1.9012 -6.0339 4.3238 0.434
H -1.3528 -4.3914 4.2288 0.152
H -3.3861 -3.2911 1.6407 0.229
H -1.9344 -2.9761 2.5103 -0.158
H -3.4480 -2.7846 3.3407 0.272
C -1.7578 5.3960 -2.4355 -1.049
O -1.5268 4.0748 -1.9244 -0.113
C -1.2085 3.9991 -0.5594 -0.394
C 0.2750 4.3085 -0.1684 0.683
N 0.6856 5.6335 -0.5712 -0.494
C -0.0041 6.7607 0.0649 -0.410
C 0.4557 8.1095 -0.5182 -0.772
O 0.1398 8.1365 -1.9486 -0.194
C 0.4622 9.3563 -2.5554 -0.810
H -2.1936 5.2509 -3.4239 0.356
H -0.8236 5.9145 -2.6512 0.384
H -2.5518 5.9705 -1.9584 0.314
H -1.2922 2.9178 -0.4503 -0.071
H -1.9980 4.3186 0.1208 0.379
H 1.0158 3.6634 -0.6407 -0.295
H 0.3121 4.1964 0.9152 -0.212
H 0.3886 5.7470 -1.5298 0.135
H 0.2162 6.7727 1.1323 0.450
H -1.0893 6.6642 0.0330 0.254
H 1.5129 8.2957 -0.3294 0.392
H -0.1441 8.8896 -0.0493 0.434
H -0.0969 9.4077 -3.4897 0.222
H 1.5387 9.4235 -2.7127 0.313
H 0.2561 10.1925 -1.8872 0.310
C -0.0661 4.2696 6.9116 -0.677
O 0.4797 3.0328 7.3893 -0.135
C 0.1394 2.6018 8.6871 -0.730
C 0.7587 1.2175 8.9033 -0.515
N 0.3527 0.2988 7.8324 0.108
C 1.3159 -0.8051 7.5833 -1.044
C 0.7619 -1.7177 6.4229 -0.203
O 0.9091 -0.9339 5.2115 -0.200
C 0.6698 -1.6858 4.0097 -0.100
H 0.1643 4.3855 5.8526 0.011
H 0.2192 5.1635 7.4662 0.337
H -1.1521 4.2089 6.9826 0.321
H -0.9450 2.6328 8.7929 0.339
H 0.4753 3.2902 9.4625 0.452
H 0.4291 0.9870 9.9164 0.288
H 1.8383 1.3551 8.8428 0.354
H 0.1399 0.8548 7.0165 -0.145
H 1.4260 -1.3336 8.5303 0.554
H 2.2878 -0.3817 7.3299 0.397
H -0.2591 -2.0970 6.4652 -0.116
H 1.3606 -2.6258 6.3516 0.381
H 0.8218 -1.1940 3.0489 -0.100
H -0.3351 -2.1077 3.9947 0.227
H 1.3759 -2.5162 4.0040 0.551
C 2.6985 -1.7970 -4.8731 -1.116
C 2.7990 -3.0898 -4.0345 0.259
C 3.7410 -2.8973 -2.8029 -0.710
O 3.8322 -4.1869 -2.0888 0.058
C 4.9472 -4.9027 -2.4738 -1.044
N 1.4563 -3.5149 -3.6249 0.059
H 2.1860 -2.1721 -5.7590 0.042
H 3.6707 -1.4536 -5.2267 0.601
H 2.1401 -1.0235 -4.3459 0.203
H 3.2206 -3.8812 -4.6540 0.571
H 3.3748 -2.0696 -2.1956 -0.333
H 4.7191 -2.6311 -3.2038 0.683
H 5.1122 -5.8155 -1.9014 0.354
H 5.8618 -4.3373 -2.2949 0.320
H 5.1235 -5.0807 -3.5346 0.338
H 0.9779 -3.5011 -4.5143 -0.463
H 1.0567 -2.8213 -3.0089 0.133